1.
This record from the OMol25 dataset describes C6H8F2N2O in the gas phase. The level of theory is ωB97M-V/def2-TZVPD.

Structure (XYZ):
```
19
Properties=species:S:1:pos:R:3:forces:R:3:lowdin_charge:R:1
C -0.2322 -0.9362 0.7604 -1.13 3.31 -0.74 -0.3009
C -2.0942 0.6826 0.1533 0.49 1.95 -0.58 -0.4821
C -1.5726 -0.5146 0.6388 2.15 -0.36 -0.38 0.0158
C 2.0000 1.6544 -0.1559 -0.05 -1.48 0.83 -0.0915
C 0.1560 -2.2591 1.2321 -1.88 -1.09 -0.92 -0.0283
C 0.4985 0.7975 -1.6607 0.20 0.08 -3.15 -0.0136
N 0.8502 -0.1663 0.5583 1.09 -1.23 0.25 0.1023
N 1.0808 0.7315 -0.3609 1.59 2.58 0.37 -0.1429
O -1.5356 1.6869 -0.2297 -1.06 0.00 0.66 0.0587
F -3.4782 0.6641 0.1182 0.57 0.02 0.08 0.0464
F 2.7201 1.5831 0.9491 -0.41 0.05 0.26 0.0893
H -2.3885 -1.0438 0.9469 -1.39 -2.46 0.94 0.0751
H 2.3895 2.3984 -0.8181 -0.44 -0.08 -0.69 0.1374
H 0.7034 -2.7283 0.4115 -0.09 -0.27 0.25 0.0997
H -0.7872 -2.7475 1.4434 -0.04 -0.79 -0.18 0.0825
H 0.6964 -2.3250 2.1208 1.26 0.44 1.32 0.0695
H -0.5050 1.0882 -1.5557 -1.00 0.27 -0.09 0.0393
H 0.9873 1.5808 -2.3250 -0.29 -0.99 1.15 0.1265
H 0.5112 -0.1467 -2.2270 0.43 0.06 0.65 0.1167
```
Forces are in eV/Å.

Total charge = 0

2.
This record from the OMol25 dataset describes C6H8FNO3 in the gas phase. The level of theory is ωB97M-V/def2-TZVPD.

Structure (XYZ):
```
19
Properties=species:S:1:pos:R:3:forces:R:3:lowdin_charge:R:1
C 0.9833 1.8766 1.9013 -0.96 0.22 0.33 -0.1438
C 1.3020 0.2424 0.0896 -0.19 -0.89 -0.22 0.0305
C 0.3546 -0.7112 0.6826 -1.47 -2.94 -1.98 -0.2745
C -1.0868 -0.6425 0.0919 -3.83 -1.30 -0.12 -0.2683
C 1.3128 1.4495 0.5993 2.27 2.31 -1.47 -0.2329
C -1.2811 -0.6321 -1.4446 2.83 -1.74 -0.74 -0.1299
N 0.6446 2.2795 2.9205 0.17 -0.03 0.26 0.2073
O -1.8187 0.5664 0.4049 -0.59 -3.19 2.80 -0.0032
O 0.5891 -2.1499 0.4456 0.31 1.28 -0.05 -0.0330
O -0.4760 0.5118 -1.8837 -5.84 1.06 0.44 -0.0366
F 1.8993 2.5154 -0.1195 -0.60 -1.57 0.94 0.0304
H 1.8115 -0.0517 -0.8348 -0.16 0.51 0.38 0.1552
H 0.3354 0.2040 -2.0127 5.25 -1.76 -1.13 -0.0169
H 0.1153 -0.5648 1.6851 0.33 0.51 2.05 0.1300
H -1.6696 -1.5988 0.6161 1.44 2.64 -1.39 0.2103
H -2.2609 -0.4241 -1.8385 -0.56 -0.09 0.70 0.1156
H -0.9310 -1.6292 -1.9394 -0.31 1.73 0.73 0.1499
H 1.4826 -2.4210 0.6601 0.29 0.20 0.23 0.0896
H -1.3064 1.1796 -0.0238 1.62 3.05 -1.76 0.0206
```
Forces are in eV/Å.

SMILES = N#C/C(F)=C\[C@H](O)[C@@H](O)CO
Total charge = 0

Record-wise E values, in eV: -16810.98073; -16698.19486